Record 1
The following is a DFT calculation (ωB97M-V/def2-TZVPD) of a cluster of 7 separate species, C30H57F9N2O8 in total.

Cartesian coordinates (Å):
C: 3.160 -0.370 5.637
C: 2.303 -0.941 4.517
O: 3.039 -1.459 3.412
C: 3.697 -0.596 2.660
O: 3.738 0.588 2.769
C: 4.449 -1.328 1.519
F: 4.350 -0.611 0.396
F: 5.744 -1.445 1.816
F: 3.916 -2.524 1.271
H: 3.692 -1.167 6.153
H: 2.510 0.082 6.395
H: 3.752 0.476 5.300
H: 1.587 -0.168 4.207
H: 1.653 -1.732 4.887
C: -9.326 1.172 0.042
C: -8.773 -0.231 -0.159
O: -7.801 -0.597 0.845
C: -6.538 -0.411 0.546
O: -6.109 0.297 -0.321
C: -5.549 -1.152 1.469
F: -6.177 -1.884 2.394
F: -4.750 -1.927 0.754
F: -4.780 -0.262 2.123
H: -9.134 1.539 1.043
H: -10.384 1.140 -0.218
H: -8.877 1.863 -0.674
H: -8.386 -0.439 -1.156
H: -9.564 -0.973 -0.034
C: 1.906 -3.936 -4.640
C: 2.864 -2.830 -5.031
O: 3.153 -2.961 -6.422
C: 4.001 -2.093 -6.905
O: 4.666 -1.328 -6.269
C: 4.091 -2.127 -8.445
F: 3.898 -0.922 -8.950
F: 5.356 -2.504 -8.777
F: 3.269 -3.014 -8.983
H: 2.186 -4.897 -5.065
H: 0.921 -3.712 -5.065
H: 1.721 -3.963 -3.568
H: 3.777 -2.855 -4.433
H: 2.412 -1.856 -4.824
C: 0.552 2.863 0.936
C: 1.572 4.011 0.831
N: 2.263 4.143 -0.440
C: 3.140 3.015 -0.726
C: 4.367 2.993 0.144
C: 1.350 4.403 -1.555
C: 2.035 5.178 -2.675
H: -0.210 3.130 1.676
H: 0.991 1.922 1.274
H: 0.023 2.680 -0.002
H: 1.057 4.963 0.992
H: 2.292 3.932 1.645
H: 2.600 2.055 -0.602
H: 3.391 3.056 -1.786
H: 4.111 2.935 1.209
H: 4.977 2.093 0.029
H: 4.980 3.886 0.019
H: 0.518 5.003 -1.185
H: 0.961 3.438 -1.911
H: 2.947 4.714 -3.038
H: 2.259 6.188 -2.334
H: 1.302 5.267 -3.483
C: -1.198 -0.718 0.975
C: 0.302 -0.910 1.166
N: 0.938 -2.044 0.486
C: 0.328 -3.300 0.875
C: 0.705 -3.778 2.289
C: 1.004 -1.926 -0.968
C: 1.465 -0.562 -1.431
H: -1.807 -1.582 1.217
H: -1.378 -0.438 -0.069
H: -1.490 0.194 1.501
H: 0.851 -0.009 0.899
H: 0.494 -1.093 2.231
H: -0.753 -3.379 0.706
H: 0.808 -4.071 0.256
H: 0.158 -3.296 3.099
H: 0.478 -4.848 2.324
H: 1.787 -3.738 2.411
H: 0.061 -2.150 -1.505
H: 1.667 -2.747 -1.264
H: 1.752 -0.568 -2.482
H: 2.238 -0.118 -0.810
H: 0.618 0.134 -1.385
C: -3.228 1.490 -0.728
C: -2.287 1.233 -1.871
C: -2.511 -0.048 -2.647
O: -1.483 2.059 -2.226
H: -2.869 2.296 -0.090
H: -3.356 0.586 -0.140
H: -4.194 1.791 -1.134
H: -1.638 -0.704 -2.633
H: -2.705 0.181 -3.694
H: -3.343 -0.590 -2.196
C: -2.193 -0.733 4.399
C: -1.525 0.177 5.393
C: -0.714 1.316 4.834
O: -1.549 -0.034 6.586
H: -2.483 -1.691 4.813
H: -1.498 -0.874 3.567
H: -3.039 -0.184 3.978
H: -0.650 2.136 5.545
H: -1.204 1.696 3.930
H: 0.302 1.026 4.562

Properties
SMILES	CCOC(=O)C(F)(F)F.CCOC(=O)C(F)(F)F.CCOC(=O)C(F)(F)F.CCN(CC)CC.CCN(CC)CC.CC(C)=O.CC(C)=O
frontier orbital gap	8.3	eV
M	744.8	g/mol
relative energy (zero: lowest compared OMol25 entry of this formula, charge and spin)	0.0	kJ/mol

***

Record 2
The following is a DFT calculation (ωB97M-V/def2-TZVPD) of a structure of composition C30H57F9N3O14S3V.

Cartesian coordinates (Å):
O: 1.663 1.087 0.787
V: 1.032 -0.195 0.214
O: -0.537 -0.021 -0.311
C: 0.393 -4.668 -2.052
F: -0.566 -4.130 -2.711
F: 0.040 -5.892 -1.894
F: 1.605 -4.626 -2.646
S: 0.610 -3.700 -0.286
O: 1.735 -4.356 0.301
O: 0.768 -2.271 -0.550
O: -0.666 -3.918 0.407
C: 2.686 -0.758 4.297
F: 3.183 0.126 3.512
F: 3.656 -1.704 4.556
F: 2.192 -0.281 5.423
S: 1.162 -1.724 3.329
O: 0.710 -0.881 2.249
O: 1.809 -2.941 2.769
O: 0.173 -2.065 4.336
C: 5.786 -1.294 0.176
F: 6.757 -2.051 -0.329
F: 6.131 -1.032 1.470
F: 5.605 -0.122 -0.467
S: 4.087 -2.309 0.302
O: 3.899 -2.892 -1.015
O: 4.311 -3.379 1.280
O: 3.014 -1.288 0.602
C: -5.552 -6.108 -0.913
C: -4.152 -5.465 -1.053
C: -3.625 -5.458 -2.529
C: -4.167 -4.385 -3.348
C: -3.904 -2.995 -2.696
C: -4.477 -2.950 -1.221
N: -4.023 -4.144 -0.434
O: -4.485 -4.100 1.003
C: -3.762 -1.660 -0.663
C: -6.018 -2.678 -1.199
C: -3.237 -6.390 -0.233
H: -6.288 -5.830 -1.666
H: -6.064 -5.922 0.032
H: -5.512 -7.197 -0.948
H: -2.549 -5.560 -2.669
H: -3.951 -6.326 -3.102
H: -5.223 -4.544 -3.565
H: -3.775 -4.391 -4.364
H: -4.527 -2.292 -3.250
H: -2.847 -2.761 -2.570
H: -4.134 -0.833 -1.269
H: -3.966 -1.368 0.367
H: -2.677 -1.643 -0.762
H: -6.121 -1.617 -1.429
H: -6.458 -3.451 -1.830
H: -6.552 -2.998 -0.305
H: -3.420 -6.543 0.830
H: -2.216 -6.008 -0.250
H: -3.327 -7.398 -0.637
H: -5.395 -3.839 0.848
C: -0.797 0.594 -3.889
C: 0.748 0.183 -4.127
C: 1.148 0.703 -5.602
C: 1.514 2.104 -5.593
C: 2.595 2.369 -4.562
C: 2.319 2.031 -3.122
N: 1.802 0.603 -3.162
O: 2.005 -0.219 -2.004
C: 3.758 2.062 -2.393
C: 1.365 2.987 -2.418
C: 0.817 -1.397 -4.244
H: -1.554 -0.066 -4.311
H: -1.292 1.506 -4.221
H: -1.036 0.625 -2.826
H: 1.948 0.117 -6.056
H: 0.367 0.815 -6.354
H: 0.623 2.725 -5.494
H: 2.028 2.204 -6.550
H: 2.879 3.419 -4.638
H: 3.461 1.826 -4.941
H: 4.453 1.476 -2.994
H: 4.206 3.049 -2.278
H: 3.896 1.553 -1.439
H: 0.351 3.171 -2.773
H: 1.077 2.537 -1.468
H: 1.864 3.955 -2.370
H: 1.865 -1.554 -4.498
H: 0.309 -1.741 -5.145
H: 0.523 -1.849 -3.297
H: 2.570 -0.855 -2.448
C: 2.473 3.455 2.948
C: 1.805 4.645 3.506
C: 0.557 4.856 2.597
C: -0.584 5.782 3.136
C: -1.003 5.226 4.457
C: 0.142 4.905 5.468
N: 1.376 4.402 4.888
O: 2.372 4.039 5.786
C: 0.443 6.308 6.155
C: -0.314 3.908 6.471
C: 2.692 5.867 3.393
H: 1.924 2.539 3.165
H: 3.498 3.395 3.312
H: 2.578 3.309 1.873
H: 0.790 5.154 1.575
H: 0.025 3.921 2.422
H: -1.362 5.814 2.374
H: -0.170 6.790 3.097
H: -1.806 4.510 4.281
H: -1.664 5.965 4.911
H: -0.398 6.694 6.732
H: 1.271 6.177 6.853
H: 0.612 7.164 5.502
H: -1.346 4.189 6.679
H: -0.271 2.857 6.186
H: 0.197 3.962 7.432
H: 3.692 5.764 3.813
H: 2.164 6.608 3.993
H: 2.854 6.115 2.344
H: 2.807 4.880 5.942

Properties
charge	-1
frontier orbital gap (spin up / spin down)	5.5 / 1.9	eV
M	1001.9	g/mol
spin multiplicity	2

***

Among the records above, which one has the lowest M? C30H57F9N2O8

***

Look up the M of the second one. 1001.9 g/mol

***

Number 2 is which compound? C30H57F9N3O14S3V